(1)
Here is C22H18Cl2IrN6S4 as an isolated structure from the Open Molecules 2025 dataset. Energies are from ωB97M-V/def2-TZVPD.

Summary:
- lowest unoccupied orbital energy (alpha / beta) (eV) = -6.50 / -8.59
- net charge = +2
- HOMO-LUMO gap (alpha / beta) (Ha) = 0.23870 / 0.19905
- multiplicity = 6
- <S²> = 8.832

Last column: Löwdin spin population.
Atoms and positions in Å:
1 Ir -1.13796 -0.91165 0.03784  2.102
2 S 1.24620 -0.76331 -0.36587  0.338
3 C 1.35674 0.91868 -0.07847  0.150
4 N 2.45668 1.65694 -0.16585  0.005
5 N 3.54400 1.03497 -0.52450  0.279
6 C 4.74228 1.67968 -0.70570  0.038
7 C 4.85456 3.07055 -0.54715  0.082
8 C 6.08110 3.65693 -0.75608  0.000
9 C 7.18453 2.88141 -1.11975  0.129
10 C 7.06498 1.50180 -1.27668  -0.005
11 C 5.84747 0.89364 -1.07264  0.089
12 N 0.26910 1.73196 0.25302  -0.033
13 N -0.85939 1.18755 0.33301  0.146
14 C -1.92364 2.09744 0.62717  0.016
15 C -3.22755 1.63322 0.52732  0.031
16 C -4.28713 2.49126 0.77198  -0.001
17 C -4.03740 3.81215 1.11248  0.027
18 C -2.72686 4.27715 1.20162  0.000
19 C -1.66422 3.42888 0.96081  0.019
20 H 3.50640 0.02416 -0.68156  0.015
21 H 3.98484 3.64907 -0.27357  0.004
22 H 6.19070 4.72646 -0.64416  -0.002
23 H 8.14125 3.35747 -1.28551  0.006
24 H 7.92435 0.91136 -1.56087  -0.002
25 H 5.73312 -0.17713 -1.19395  0.003
26 H -3.41372 0.61085 0.23207  0.010
27 H -5.30308 2.13178 0.68742  -0.001
28 H -4.86222 4.48617 1.29989  0.001
29 H -2.53893 5.31365 1.44784  0.000
30 H -0.64562 3.78354 1.01800  0.001
31 Cl -3.96555 -1.87510 -0.35420  0.053
32 C -3.27188 -3.32904 -1.06033  0.010
33 Cl -1.48035 -3.15764 -1.09806  0.064
34 H -3.61354 -3.44309 -2.08194  0.001
35 H -3.50688 -4.18478 -0.43900  0.001
36 S 1.19622 0.15795 6.89783  0.706
37 C 0.63436 -0.10430 5.29752  0.054
38 S 0.28971 -1.66266 4.68792  0.043
39 C -0.44731 -0.89362 3.29076  0.060
40 N -0.35095 0.39885 3.28696  0.059
41 N 0.27045 0.83542 4.42558  0.055
42 C 0.43747 2.24052 4.62580  0.028
43 C 1.54373 2.69008 5.33926  0.053
44 C 1.66718 4.04836 5.60657  0.005
45 C 0.71487 4.93133 5.13050  0.016
46 C -0.36530 4.46468 4.38230  0.017
47 C -0.51259 3.11846 4.11878  0.005
48 S -1.23008 -1.91519 2.13176  0.308
49 H 2.35847 2.03226 5.60808  0.013
50 H 2.52398 4.40755 6.15863  0.000
51 H 0.81636 5.98922 5.33118  0.001
52 H -1.11130 5.15780 4.01867  0.001
53 H -1.36486 2.74272 3.57628  0.000

(2)
Here is C22H18Cl5IrN2S2 as an isolated structure from the Open Molecules 2025 dataset. Energies are from ωB97M-V/def2-TZVPD.

Summary:
- lowest unoccupied orbital energy (eV) = -1.13
- HOMO-LUMO gap (Ha) = 0.23798
- multiplicity = 1

Last column: Löwdin charge in e.
Atoms and positions in Å:
1 Ir -0.25664 -0.05425 0.91176  0.818
2 C 0.11860 1.75426 -1.73550  -0.073
3 N 1.03893 0.81112 -1.09281  -0.213
4 C 1.38406 -0.29203 -1.99689  -0.158
5 C 0.38436 -1.44622 -1.91077  -0.178
6 N 0.19231 -1.91173 -0.53877  -0.258
7 C 1.41871 -2.53029 -0.00897  -0.097
8 C -0.91220 -2.82125 -0.39329  -0.294
9 C -1.46109 -3.53118 -1.45175  -0.030
10 C -2.46928 -4.45592 -1.23727  -0.084
11 C -2.93576 -4.69778 0.04334  -0.085
12 C -2.42373 -3.98165 1.10470  -0.113
13 C -1.43733 -3.01767 0.89803  -0.644
14 S -0.88614 -2.05964 2.24769  0.603
15 C 2.25471 1.46012 -0.65421  -0.304
16 C 3.02671 2.16622 -1.56632  -0.032
17 C 4.20796 2.77417 -1.18327  -0.079
18 C 4.63711 2.67933 0.13233  -0.081
19 C 3.89188 1.96480 1.04359  -0.123
20 C 2.70687 1.33066 0.66494  -0.628
21 S 1.91789 0.37127 1.89156  0.642
22 H 0.52590 2.15943 -2.67015  0.088
23 H -0.09301 2.57839 -1.05719  0.073
24 H -0.81741 1.24659 -1.96363  0.088
25 H 2.38417 -0.64801 -1.73812  0.130
26 H 1.41662 0.04956 -3.04121  0.134
27 H 0.76568 -2.25792 -2.54782  0.131
28 H -0.58832 -1.11946 -2.28741  0.127
29 H 1.79507 -3.28857 -0.70368  0.104
30 H 1.21102 -2.99712 0.95141  0.061
31 H 2.19351 -1.78472 0.15874  0.046
32 H -1.12261 -3.37593 -2.46426  0.102
33 H -2.87061 -5.00284 -2.07822  0.103
34 H -3.70654 -5.43616 0.20407  0.105
35 H -2.79028 -4.14028 2.10730  0.103
36 H 2.69713 2.24024 -2.59383  0.111
37 H 4.78803 3.31612 -1.91385  0.102
38 H 5.55061 3.16185 0.44306  0.106
39 H 4.19629 1.88080 2.07488  0.101
40 Cl 0.38400 3.42602 1.70202  0.709
41 C -1.23170 2.85488 1.90420  -0.700
42 C -1.58551 1.61203 1.37514  -0.323
43 C -2.93267 1.27229 1.51310  -0.718
44 Cl -3.44296 -0.19059 0.75359  0.701
45 C -3.86055 2.04067 2.20189  -0.711
46 Cl -5.47062 1.48767 2.43956  0.689
47 C -3.44941 3.25795 2.74014  -0.708
48 Cl -4.56230 4.25230 3.58917  0.687
49 C -2.13649 3.68424 2.55813  -0.716
50 Cl -1.64496 5.20820 3.17484  0.686

no.,maximum force (hartree/bohr),molar mass (g/mol)
1,0.015,757.82
2,0.043,744.02